{"formula": "C56H112F24KN4O40S8", "method": "ωB97M-V/def2-TZVPD", "elements": ["K", "C", "F", "F", "F", "S", "O", "O", "N", "S", "O", "O", "C", "F", "F", "F", "C", "F", "F", "F", "S", "O", "O", "N", "S", "O", "O", "C", "F", "F", "F", "C", "F", "F", "F", "S", "O", "O", "N", "S", "O", "O", "C", "F", "F", "F", "C", "F", "F", "F", "S", "O", "O", "N", "S", "O", "O", "C", "F", "F", "F", "C", "O", "C", "C", "O", "C", "C", "O", "C", "H", "H", "H", "H", "H", "H", "H", "H", "H", "H", "H", "H", "H", "H", "C", "O", "C", "C", "O", "C", "C", "O", "C", "H", "H", "H", "H", "H", "H", "H", "H", "H", "H", "H", "H", "H", "H", "C", "O", "C", "C", "O", "C", "C", "O", "C", "H", "H", "H", "H", "H", "H", "H", "H", "H", "H", "H", "H", "H", "H", "C", "O", "C", "C", "O", "C", "C", "O", "C", "H", "H", "H", "H", "H", "H", "H", "H", "H", "H", "H", "H", "H", "H", "C", "O", "C", "C", "O", "C", "C", "O", "C", "H", "H", "H", "H", "H", "H", "H", "H", "H", "H", "H", "H", "H", "H", "C", "O", "C", "C", "O", "C", "C", "O", "C", "H", "H", "H", "H", "H", "H", "H", "H", "H", "H", "H", "H", "H", "H", "C", "O", "C", "C", "O", "C", "C", "O", "C", "H", "H", "H", "H", "H", "H", "H", "H", "H", "H", "H", "H", "H", "H", "C", "O", "C", "C", "O", "C", "C", "O", "C", "H", "H", "H", "H", "H", "H", "H", "H", "H", "H", "H", "H", "H", "H"], "positions_angstrom": [[-4.598, -1.450, -3.059], [-5.998, 7.247, -4.624], [-4.740, 7.034, -4.186], [-5.935, 8.149, -5.572], [-6.650, 6.195, -5.149], [-7.011, 7.966, -3.154], [-5.999, 8.609, -2.311], [-7.915, 8.952, -3.724], [-7.794, 6.578, -2.456], [-6.842, 6.191, -1.264], [-5.532, 5.887, -1.728], [-6.950, 6.896, 0.016], [-7.573, 4.422, -0.937], [-7.785, 3.682, -1.995], [-6.775, 3.755, -0.044], [-8.727, 4.676, -0.283], [8.448, -7.490, -6.250], [8.971, -8.210, -5.195], [8.730, -6.179, -6.043], [8.852, -7.934, -7.430], [6.539, -7.802, -6.334], [6.154, -6.957, -7.430], [6.344, -9.287, -6.588], [6.052, -7.364, -4.723], [4.903, -6.338, -4.923], [5.425, -5.007, -5.256], [3.701, -6.709, -5.652], [4.243, -6.198, -3.068], [5.287, -6.370, -2.221], [3.568, -5.082, -2.904], [3.508, -7.220, -2.872], [9.911, 2.414, -6.131], [8.905, 3.219, -6.147], [10.030, 1.810, -7.316], [11.054, 3.113, -5.911], [9.651, 1.054, -4.793], [10.816, 0.163, -5.003], [9.639, 1.745, -3.470], [8.176, 0.310, -5.395], [6.999, 0.928, -4.627], [6.401, -0.043, -3.702], [7.091, 2.307, -4.071], [5.631, 1.251, -6.003], [4.644, 2.007, -5.477], [6.038, 1.931, -7.027], [5.080, 0.039, -6.325], [-2.721, -1.118, 0.919], [-2.430, -1.203, 2.169], [-2.992, -2.347, 0.398], [-3.780, -0.322, 0.774], [-1.127, -0.498, -0.079], [-0.474, 0.491, 0.817], [-0.355, -1.658, -0.450], [-1.835, 0.208, -1.536], [-0.961, 1.391, -1.797], [-1.151, 2.618, -0.991], [0.426, 1.025, -1.889], [-1.354, 1.768, -3.730], [-0.743, 0.849, -4.447], [-2.698, 1.815, -3.950], [-0.912, 3.039, -3.956], [2.091, -9.518, 1.610], [1.264, -8.984, 2.552], [0.649, -7.722, 2.249], [-0.336, -7.186, 3.278], [-1.399, -8.245, 3.258], [-2.758, -7.665, 3.592], [-3.761, -8.803, 3.793], [-3.171, -9.869, 4.618], [-4.237, -10.687, 5.185], [2.664, -10.410, 1.863], [2.851, -8.761, 1.414], [1.449, -9.549, 0.730], [0.019, -7.743, 1.360], [1.483, -7.023, 2.180], [-0.707, -6.247, 2.868], [0.068, -7.085, 4.285], [-2.932, -6.819, 2.928], [-2.657, -7.271, 4.603], [-4.129, -9.204, 2.848], [-4.576, -8.446, 4.423], [-4.690, -11.249, 4.368], [-5.087, -10.134, 5.586], [-3.793, -11.507, 5.750], [-0.069, 9.588, -3.684], [0.183, 10.223, -2.455], [-0.123, 9.515, -1.314], [0.812, 8.300, -0.958], [2.038, 8.688, -0.332], [2.830, 9.550, -1.223], [4.290, 9.365, -0.945], [4.609, 9.763, 0.343], [5.961, 9.557, 0.830], [-1.107, 9.855, -3.884], [-0.118, 8.500, -3.736], [0.565, 10.061, -4.434], [-1.158, 9.182, -1.379], [-0.018, 10.092, -0.395], [0.994, 7.708, -1.856], [0.297, 7.658, -0.244], [2.605, 10.576, -0.934], [2.650, 9.490, -2.296], [4.952, 9.858, -1.656], [4.452, 8.302, -1.127], [5.979, 9.768, 1.899], [6.600, 10.332, 0.407], [6.428, 8.608, 0.570], [4.793, -2.042, 3.535], [5.194, -2.975, 4.478], [6.513, -3.451, 4.148], [6.854, -4.856, 4.716], [6.755, -4.995, 6.105], [6.554, -6.357, 6.608], [5.565, -6.236, 7.729], [6.002, -5.317, 8.732], [5.361, -5.568, 10.060], [3.928, -1.489, 3.899], [4.578, -2.614, 2.632], [5.517, -1.230, 3.605], [7.315, -2.881, 4.617], [6.660, -3.529, 3.071], [7.757, -5.215, 4.223], [6.182, -5.530, 4.184], [7.440, -6.947, 6.843], [6.027, -6.941, 5.853], [5.515, -7.235, 8.164], [4.624, -5.794, 7.401], [6.003, -6.371, 10.422], [4.326, -5.869, 9.899], [5.484, -4.827, 10.850], [-8.311, 2.653, 7.047], [-7.167, 2.981, 7.907], [-6.209, 1.930, 8.131], [-5.162, 2.488, 9.127], [-4.251, 3.294, 8.286], [-3.168, 3.802, 9.004], [-1.979, 2.655, 9.050], [-1.197, 2.632, 7.814], [-2.010, 2.033, 6.665], [-8.762, 1.773, 7.505], [-7.946, 2.522, 6.029], [-9.077, 3.427, 7.104], [-5.776, 1.658, 7.169], [-6.638, 1.037, 8.584], [-4.645, 1.612, 9.517], [-5.567, 3.161, 9.883], [-3.250, 4.352, 9.942], [-2.840, 4.525, 8.257], [-2.360, 1.717, 9.453], [-1.349, 2.925, 9.898], [-2.427, 2.845, 6.070], [-2.710, 1.219, 6.852], [-1.355, 1.530, 5.953], [6.032, 7.240, 6.722], [6.016, 6.898, 5.317], [6.365, 5.531, 5.064], [5.905, 5.142, 3.590], [4.482, 5.429, 3.703], [3.606, 5.033, 2.596], [2.167, 5.007, 3.163], [1.726, 6.372, 3.498], [0.409, 6.422, 3.895], [6.944, 7.334, 7.311], [5.362, 6.591, 7.286], [5.566, 8.214, 6.873], [5.962, 4.847, 5.811], [7.433, 5.354, 4.938], [6.031, 4.075, 3.404], [6.394, 5.719, 2.806], [3.986, 4.057, 2.295], [3.844, 5.738, 1.799], [2.153, 4.309, 4.000], [1.507, 4.446, 2.503], [-0.228, 5.754, 3.316], [0.024, 7.442, 3.872], [0.386, 6.250, 4.971], [-11.395, -4.569, 3.782], [-11.141, -5.758, 4.650], [-9.740, -5.841, 4.919], [-9.362, -4.904, 6.050], [-7.921, -4.792, 5.952], [-7.229, -4.494, 7.170], [-5.902, -3.697, 6.941], [-4.776, -4.541, 7.035], [-3.501, -3.879, 6.909], [-10.730, -3.735, 4.008], [-12.422, -4.221, 3.894], [-11.207, -4.691, 2.716], [-9.136, -5.493, 4.081], [-9.458, -6.846, 5.232], [-9.742, -5.172, 7.036], [-9.746, -3.907, 5.833], [-7.105, -5.367, 7.811], [-7.850, -3.935, 7.870], [-5.880, -2.859, 7.637], [-5.932, -3.331, 5.914], [-3.642, -2.973, 6.320], [-2.954, -4.462, 6.169], [-2.962, -3.519, 7.786], [-7.794, -2.614, -1.017], [-6.773, -3.344, -1.690], [-6.371, -4.587, -0.928], [-5.651, -5.576, -1.694], [-4.368, -5.022, -1.956], [-3.445, -5.956, -2.557], [-2.164, -5.218, -2.896], [-2.464, -4.183, -3.883], [-1.322, -3.513, -4.423], [-7.474, -2.294, -0.026], [-8.685, -3.235, -0.919], [-8.071, -1.810, -1.699], [-7.283, -5.084, -0.597], [-5.914, -4.486, 0.057], [-6.214, -5.696, -2.619], [-5.605, -6.518, -1.146], [-3.888, -6.334, -3.478], [-3.232, -6.735, -1.825], [-1.601, -6.014, -3.383], [-1.629, -4.885, -2.006], [-0.568, -4.186, -4.831], [-0.975, -2.998, -3.527], [-1.764, -2.795, -5.115], [1.475, 2.259, -11.273], [2.349, 2.346, -12.437], [2.851, 3.655, -12.564], [3.797, 3.620, -13.812], [3.252, 3.118, -15.089], [2.165, 3.922, -15.552], [1.875, 3.793, -17.072], [2.934, 4.284, -17.816], [2.959, 5.589, -18.322], [0.684, 3.007, -11.330], [1.929, 2.415, -10.294], [0.860, 1.362, -11.342], [3.274, 4.065, -11.647], [2.000, 4.279, -12.838], [4.757, 3.141, -13.625], [4.006, 4.687, -13.895], [2.475, 4.915, -15.226], [1.261, 3.626, -15.020], [0.989, 4.321, -17.423], [2.046, 2.768, -17.402], [3.205, 6.218, -17.467], [2.252, 5.985, -19.051], [3.916, 5.629, -18.842]], "lumo_ev": 2.4, "gap_ha": 0.2262, "charge": -3}

{"formula": "C56H120F6N6O6S2", "method": "ωB97M-V/def2-TZVPD", "elements": ["C", "C", "C", "N", "C", "C", "C", "C", "C", "C", "H", "H", "H", "H", "H", "H", "H", "H", "H", "H", "H", "H", "H", "H", "H", "H", "H", "H", "H", "H", "C", "C", "C", "N", "C", "C", "C", "C", "C", "C", "H", "H", "H", "H", "H", "H", "H", "H", "H", "H", "H", "H", "H", "H", "H", "H", "H", "H", "H", "H", "C", "C", "C", "N", "C", "C", "C", "C", "C", "C", "H", "H", "H", "H", "H", "H", "H", "H", "H", "H", "H", "H", "H", "H", "H", "H", "H", "H", "H", "H", "C", "C", "C", "N", "C", "C", "C", "C", "C", "C", "H", "H", "H", "H", "H", "H", "H", "H", "H", "H", "H", "H", "H", "H", "H", "H", "H", "H", "H", "H", "C", "C", "C", "N", "C", "C", "C", "C", "C", "C", "H", "H", "H", "H", "H", "H", "H", "H", "H", "H", "H", "H", "H", "H", "H", "H", "H", "H", "H", "H", "C", "C", "C", "N", "C", "C", "C", "C", "C", "C", "H", "H", "H", "H", "H", "H", "H", "H", "H", "H", "H", "H", "H", "H", "H", "H", "H", "H", "H", "H", "C", "F", "F", "F", "S", "O", "O", "O", "C", "F", "F", "F", "S", "O", "O", "O"], "positions_angstrom": [[2.393, 6.101, 8.032], [1.925, 4.923, 7.146], [2.433, 3.561, 7.709], [1.774, 2.254, 7.066], [2.250, 2.102, 5.641], [1.467, 0.900, 4.928], [-0.049, 1.056, 4.967], [-0.568, 1.166, 6.416], [0.167, 2.270, 7.122], [2.300, 1.034, 7.867], [2.159, 7.098, 7.661], [3.481, 6.051, 8.006], [2.097, 5.988, 9.075], [2.351, 5.096, 6.157], [0.844, 5.033, 7.067], [2.349, 3.435, 8.789], [3.507, 3.391, 7.635], [2.160, 3.066, 5.139], [3.333, 1.993, 5.681], [1.792, 0.996, 3.892], [1.706, -0.151, 5.090], [-0.416, 1.860, 4.328], [-0.438, 0.100, 4.616], [-1.655, 1.248, 6.390], [-0.275, 0.265, 6.955], [-0.092, 3.222, 6.660], [-0.120, 2.367, 8.169], [3.383, 0.988, 7.753], [1.912, 0.070, 7.539], [2.126, 1.246, 8.922], [-2.805, 5.982, -1.346], [-1.701, 4.957, -0.898], [-1.479, 3.754, -1.909], [-0.073, 3.034, -1.744], [-0.019, 1.871, -2.796], [0.064, 2.368, -4.262], [1.230, 3.389, -4.380], [1.296, 4.489, -3.298], [1.129, 3.934, -1.913], [-0.098, 2.426, -0.357], [-3.796, 5.531, -1.399], [-2.684, 6.403, -2.344], [-3.131, 6.696, -0.589], [-1.977, 4.395, -0.006], [-0.730, 5.403, -0.684], [-1.463, 4.177, -2.913], [-2.276, 3.010, -1.923], [-0.755, 1.106, -2.550], [0.952, 1.402, -2.636], [-0.818, 2.823, -4.713], [0.266, 1.491, -4.877], [1.344, 3.816, -5.377], [2.114, 2.802, -4.131], [0.480, 5.174, -3.527], [2.197, 5.102, -3.286], [1.276, 4.821, -1.297], [1.954, 3.263, -1.674], [-0.152, 3.300, 0.292], [0.751, 1.759, -0.206], [-0.925, 1.761, -0.111], [-2.867, 0.184, -5.654], [-3.627, -0.899, -4.963], [-3.051, -2.289, -4.943], [-4.026, -3.349, -4.354], [-3.271, -4.702, -4.218], [-4.151, -5.787, -3.538], [-4.662, -5.468, -2.136], [-5.385, -4.105, -2.265], [-4.637, -2.981, -2.946], [-5.171, -3.537, -5.374], [-1.824, 0.086, -5.354], [-3.307, 1.105, -5.270], [-2.860, 0.084, -6.739], [-4.591, -0.779, -5.458], [-3.832, -0.545, -3.952], [-2.173, -2.368, -4.302], [-2.834, -2.679, -5.937], [-2.389, -4.556, -3.594], [-3.086, -4.977, -5.256], [-3.627, -6.742, -3.525], [-5.009, -6.041, -4.161], [-3.874, -5.454, -1.382], [-5.402, -6.233, -1.900], [-5.501, -3.714, -1.255], [-6.388, -4.208, -2.679], [-3.783, -2.744, -2.312], [-5.305, -2.123, -3.015], [-5.939, -4.216, -5.003], [-4.758, -3.960, -6.290], [-5.610, -2.555, -5.556], [3.041, -4.641, 0.092], [3.228, -4.171, -1.374], [1.956, -4.037, -2.200], [2.138, -3.467, -3.649], [2.663, -2.013, -3.540], [2.648, -1.363, -4.948], [1.241, -1.267, -5.450], [0.709, -2.713, -5.696], [0.693, -3.484, -4.325], [3.065, -4.519, -4.349], [2.764, -3.807, 0.736], [3.966, -4.999, 0.542], [2.286, -5.407, 0.270], [3.877, -4.883, -1.885], [3.694, -3.194, -1.502], [1.377, -3.344, -1.589], [1.466, -4.977, -2.456], [2.108, -1.485, -2.764], [3.715, -2.114, -3.272], [3.026, -0.365, -4.729], [3.338, -1.849, -5.637], [0.526, -0.679, -4.875], [1.338, -0.733, -6.395], [-0.344, -2.610, -5.955], [1.347, -3.151, -6.463], [0.031, -3.036, -3.583], [0.249, -4.457, -4.536], [3.019, -4.328, -5.421], [2.747, -5.556, -4.243], [4.070, -4.271, -4.008], [-5.186, -2.649, 3.454], [-4.519, -1.535, 2.585], [-5.503, -0.378, 2.331], [-5.095, 0.774, 1.322], [-6.100, 1.940, 1.524], [-5.960, 3.032, 0.460], [-6.035, 2.485, -0.975], [-5.047, 1.342, -1.159], [-5.209, 0.202, -0.170], [-3.657, 1.233, 1.635], [-4.545, -3.439, 3.845], [-5.983, -3.110, 2.870], [-5.632, -2.214, 4.348], [-4.224, -1.806, 1.571], [-3.615, -1.224, 3.108], [-5.585, 0.143, 3.284], [-6.470, -0.803, 2.060], [-7.093, 1.535, 1.327], [-6.067, 2.302, 2.552], [-6.818, 3.685, 0.622], [-5.128, 3.694, 0.701], [-6.996, 2.010, -1.173], [-5.901, 3.209, -1.779], [-5.223, 1.014, -2.184], [-4.032, 1.737, -1.112], [-6.232, -0.114, -0.375], [-4.524, -0.639, -0.275], [-3.667, 1.367, 2.717], [-3.417, 2.147, 1.092], [-2.991, 0.428, 1.324], [8.825, -4.081, 1.591], [7.927, -2.872, 1.872], [7.256, -2.221, 0.613], [6.323, -1.022, 0.993], [5.928, -0.308, -0.336], [4.798, 0.785, -0.204], [3.530, 0.281, 0.538], [3.976, -0.368, 1.878], [5.051, -1.481, 1.763], [7.106, -0.002, 1.800], [9.711, -3.608, 1.168], [8.448, -4.873, 0.944], [9.067, -4.629, 2.501], [8.526, -2.200, 2.486], [7.089, -3.148, 2.512], [6.820, -2.940, -0.080], [8.035, -1.888, -0.072], [5.562, -1.102, -0.988], [6.832, 0.002, -0.860], [4.650, 1.019, -1.258], [5.177, 1.678, 0.291], [3.064, -0.534, -0.016], [2.748, 1.023, 0.701], [3.114, -0.829, 2.360], [4.409, 0.303, 2.620], [4.778, -2.301, 1.099], [5.362, -1.876, 2.730], [6.411, 0.821, 1.968], [7.852, 0.413, 1.122], [7.574, -0.270, 2.747], [-0.774, -1.958, 0.978], [0.436, -2.496, 1.188], [-1.708, -2.899, 1.192], [-0.897, -0.899, 1.795], [-0.894, -1.264, -0.871], [-1.273, -2.442, -1.669], [-1.901, -0.251, -0.848], [0.465, -0.730, -1.144], [-0.982, 4.432, 3.032], [-1.131, 4.310, 4.343], [-1.452, 3.284, 2.509], [-1.665, 5.448, 2.561], [0.888, 4.633, 2.561], [1.271, 3.272, 2.114], [0.955, 5.598, 1.460], [1.655, 5.131, 3.756]], "lumo_ev": -7.0, "gap_ha": 0.3166, "charge": 4}